1.
{
  "formula": "H12O6",
  "method": "wB97M-V/def2-TZVPD",
  "de_lowest_kcal_mol": 65.7,
  "smiles": "O.O.O.O.O.O",
  "total_energy_ev": -12478.266,
  "homo_ev": -10.19,
  "orbital_gap_ha": 0.37970,
  "elements": ["O", "H", "H", "O", "H", "H", "O", "H", "H", "O", "H", "H", "O", "H", "H", "O", "H", "H"],
  "positions_angstrom": [[-0.07232, 0.30251, 0.67650], [-0.45466, 1.08724, 1.08517], [-0.27726, -0.40758, 1.29519], [1.34444, -0.48259, -0.55987], [2.15801, -0.08950, -0.89538], [0.64529, 0.01127, -1.00291], [-4.24095, 3.83861, -0.81069], [-4.08751, 3.40964, 0.03868], [-4.80595, 4.58928, -0.59562], [3.08989, -3.01676, -0.98586], [3.42017, -2.49942, -0.24272], [2.13129, -2.95228, -0.90887], [-4.28737, -3.65591, 0.51826], [-5.05836, -3.37003, 0.01544], [-3.55452, -3.17491, 0.11756], [4.66895, 2.36006, 0.42587], [5.34974, 2.34979, 1.10808], [4.03109, 1.70057, 0.72116]],
  "forces_ev_per_angstrom": [[-2.7, 1.6, 2.4], [-0.3, 0.0, 0.2], [0.1, 0.0, -0.1], [2.5, -1.1, -2.5], [0.1, -0.3, -0.2], [0.3, -0.2, 0.2], [-0.1, 0.0, 0.2], [0.0, 0.0, -0.1], [0.0, 0.0, -0.1], [0.1, -0.1, 0.1], [-0.1, -0.1, -0.1], [0.1, 0.2, 0.0], [0.0, 0.2, -0.1], [0.0, -0.1, 0.1], [0.0, -0.1, 0.1], [0.0, -0.1, 0.2], [0.0, 0.0, -0.1], [0.0, 0.1, 0.0]]
}

=====

2.
{
  "formula": "C58H118O15",
  "method": "wB97M-V/def2-TZVPD",
  "de_lowest_kcal_mol": 0.0,
  "total_energy_ev": -92760.551,
  "homo_ev": -9.43,
  "orbital_gap_ha": 0.36112,
  "elements": ["C", "C", "C", "O", "C", "H", "H", "H", "H", "H", "H", "H", "H", "C", "C", "C", "O", "C", "H", "H", "H", "H", "H", "H", "H", "H", "C", "C", "C", "O", "C", "H", "H", "H", "H", "H", "H", "H", "H", "C", "C", "C", "O", "C", "H", "H", "H", "H", "H", "H", "H", "H", "C", "C", "C", "O", "C", "H", "H", "H", "H", "H", "H", "H", "H", "C", "C", "C", "O", "C", "H", "H", "H", "H", "H", "H", "H", "H", "C", "C", "C", "O", "C", "H", "H", "H", "H", "H", "H", "H", "H", "C", "C", "C", "O", "C", "H", "H", "H", "H", "H", "H", "H", "H", "C", "C", "C", "O", "C", "H", "H", "H", "H", "H", "H", "H", "H", "C", "C", "C", "O", "C", "H", "H", "H", "H", "H", "H", "H", "H", "C", "C", "C", "O", "C", "H", "H", "H", "H", "H", "H", "H", "H", "C", "C", "C", "O", "C", "H", "H", "H", "H", "H", "H", "H", "H", "C", "C", "C", "O", "C", "H", "H", "H", "H", "H", "H", "H", "H", "C", "C", "C", "O", "C", "H", "H", "H", "H", "H", "H", "H", "H", "C", "C", "O", "H", "H", "H", "H", "H", "H"],
  "positions_angstrom": [[-15.08495, -17.73890, -0.74858], [-15.85888, -16.65251, -1.55582], [-15.64207, -17.04266, -2.99545], [-14.25660, -17.58807, -2.99221], [-13.97385, -18.18207, -1.71573], [-15.76451, -18.57813, -0.60030], [-14.65247, -17.38591, 0.18762], [-15.49580, -15.64405, -1.35761], [-16.90347, -16.70702, -1.24929], [-15.79627, -16.20637, -3.67730], [-16.31445, -17.82261, -3.35277], [-13.03044, -17.83356, -1.29548], [-14.05823, -19.26812, -1.75431], [-21.08260, -11.90963, -8.08688], [-22.11887, -12.03306, -7.05009], [-23.31329, -11.27314, -7.60220], [-22.69972, -10.11317, -8.12513], [-21.38705, -10.48646, -8.57313], [-21.41554, -12.52176, -8.92506], [-20.04020, -12.04295, -7.79751], [-21.77036, -11.45581, -6.19369], [-22.40290, -13.03301, -6.72218], [-23.99046, -11.09792, -6.76624], [-23.81428, -11.73957, -8.45046], [-20.66621, -9.81493, -8.10673], [-21.23168, -10.35732, -9.64424], [-23.29255, -11.27334, -2.66106], [-24.11209, -12.46958, -2.99507], [-23.05644, -13.51525, -2.66386], [-22.04184, -13.02005, -1.87915], [-22.29088, -11.63892, -1.57554], [-23.93767, -10.51928, -2.21016], [-22.85904, -10.85368, -3.56883], [-24.40923, -12.59225, -4.03659], [-24.90841, -12.64476, -2.27169], [-22.50135, -13.80279, -3.55678], [-23.41537, -14.44279, -2.21785], [-21.37716, -11.04664, -1.62488], [-22.69589, -11.47353, -0.57719], [-21.33366, -18.32103, -6.24160], [-20.17607, -18.92226, -5.59984], [-19.15885, -18.92996, -6.76679], [-19.96644, -19.30128, -7.89378], [-21.19086, -18.61707, -7.78867], [-21.33619, -17.24385, -6.07491], [-22.27850, -18.66987, -5.82483], [-20.36967, -19.94443, -5.27458], [-19.80608, -18.47560, -4.67697], [-18.35722, -19.65458, -6.62389], [-18.60059, -18.00359, -6.90200], [-22.06232, -19.07027, -8.26119], [-20.97598, -17.71555, -8.36241], [-21.97737, -18.26294, -0.73286], [-21.08340, -17.21179, -1.35773], [-19.82059, -17.11658, -0.48337], [-20.38742, -17.76416, 0.74954], [-21.78381, -18.02170, 0.68851], [-21.51579, -19.22248, -0.96593], [-23.00668, -18.34220, -1.08262], [-21.59663, -16.26080, -1.21522], [-20.93088, -17.41070, -2.41852], [-19.50434, -16.09129, -0.29134], [-19.06909, -17.81011, -0.86068], [-22.27636, -17.10936, 1.02483], [-21.98059, -18.82702, 1.39621], [-18.33013, -9.41759, -2.91551], [-19.55313, -9.43959, -3.85701], [-18.94139, -9.90268, -5.22180], [-17.55853, -9.92648, -5.03830], [-17.19675, -10.10632, -3.71583], [-18.44055, -9.83255, -1.91366], [-18.14002, -8.37356, -2.66660], [-20.11374, -8.50753, -3.92828], [-20.30428, -10.09510, -3.41636], [-19.25274, -9.38928, -6.13153], [-19.41499, -10.86556, -5.41330], [-16.19799, -9.67562, -3.64468], [-17.02352, -11.14667, -3.44058], [-20.96136, -14.70500, 2.41614], [-20.37594, -13.38199, 2.85410], [-20.23535, -13.51177, 4.33482], [-19.92281, -14.95510, 4.46684], [-20.18183, -15.72690, 3.30882], [-20.87090, -15.02302, 1.37749], [-22.02981, -14.80649, 2.60644], [-20.95061, -12.51381, 2.53141], [-19.40302, -13.33073, 2.36533], [-21.17064, -13.25086, 4.83006], [-19.40494, -12.86584, 4.61994], [-20.79426, -16.58585, 3.58312], [-19.29484, -16.02869, 2.75179], [-19.98277, -13.47005, -12.26459], [-20.28017, -14.47956, -11.11184], [-19.09614, -14.30057, -10.14974], [-18.79587, -12.89477, -10.33263], [-19.27321, -12.33558, -11.51431], [-20.92244, -13.10921, -12.68282], [-19.43244, -13.87089, -13.11580], [-20.51057, -15.48323, -11.46915], [-21.16279, -14.08548, -10.60808], [-18.28962, -14.95375, -10.48285], [-19.29805, -14.64772, -9.13642], [-18.41510, -12.02668, -12.11124], [-19.95593, -11.50878, -11.31835], [-25.52351, -16.52767, -4.25204], [-25.39102, -18.04071, -4.43915], [-25.13113, -18.15676, -5.94450], [-24.79992, -16.82287, -6.37109], [-24.59285, -15.90070, -5.27490], [-25.32141, -16.22081, -3.22584], [-26.56989, -16.25952, -4.39789], [-26.38421, -18.46120, -4.28146], [-24.70099, -18.52024, -3.74488], [-26.05886, -18.30105, -6.49822], [-24.33265, -18.86456, -6.16707], [-24.75468, -14.87139, -5.59493], [-23.53983, -15.91649, -4.99384], [-13.05236, -11.46250, -2.47492], [-11.83616, -12.17002, -2.01218], [-10.87691, -12.04860, -3.12395], [-11.71617, -11.94613, -4.28348], [-13.03460, -11.59865, -3.96613], [-12.97643, -10.41596, -2.17978], [-13.98170, -11.88286, -2.09055], [-11.93987, -13.22583, -1.76197], [-11.53473, -11.83114, -1.02101], [-10.22650, -12.91444, -3.24799], [-10.22752, -11.18557, -2.97704], [-13.76847, -12.34860, -4.26126], [-13.24679, -10.59184, -4.32586], [-15.71184, -13.03884, -6.88008], [-15.19760, -14.48546, -6.83244], [-16.36547, -15.37046, -6.81755], [-17.43479, -14.43674, -6.73840], [-17.12438, -13.16801, -7.41045], [-15.13992, -12.32942, -7.47819], [-15.81387, -12.64227, -5.86992], [-14.63894, -14.58061, -5.90135], [-14.50700, -14.67298, -7.65463], [-16.35696, -16.10585, -6.01304], [-16.49003, -16.01362, -7.68872], [-17.71610, -12.32159, -7.06182], [-17.02910, -13.25658, -8.49265], [-16.49024, -15.06274, 2.58824], [-15.95062, -14.03375, 1.59890], [-14.45820, -14.30499, 1.68003], [-14.27701, -15.67465, 1.97072], [-15.29762, -16.06510, 2.82875], [-17.31708, -15.60073, 2.12457], [-16.99664, -14.76515, 3.50644], [-16.10814, -12.99407, 1.88586], [-16.16120, -14.08035, 0.53045], [-14.06667, -13.69046, 2.49068], [-13.93151, -13.83509, 0.84943], [-15.05048, -16.11384, 3.88924], [-15.54035, -17.10219, 2.59716], [-22.65161, -9.13616, 2.16412], [-22.47398, -8.19978, 0.94694], [-21.12352, -8.60569, 0.32791], [-20.49432, -9.36990, 1.33289], [-21.21818, -9.28906, 2.62421], [-23.04286, -10.11211, 1.87683], [-23.22669, -8.63173, 2.94062], [-22.43379, -7.16494, 1.28694], [-23.29688, -8.39565, 0.25950], [-20.50182, -7.73923, 0.10244], [-21.39417, -9.26012, -0.50068], [-20.90634, -8.48288, 3.28823], [-21.02652, -10.22557, 3.14796], [-16.73010, -9.91655, 1.80463], [-15.26931, -9.56421, 1.56651], [-15.05459, -8.15429, 2.12801], [-16.13827, -8.07527, 3.05492], [-17.24112, -8.82384, 2.66417], [-16.80954, -10.89801, 2.27208], [-17.28406, -9.82236, 0.87062], [-14.84575, -9.84850, 0.60325], [-14.74541, -10.32429, 2.14608], [-15.19946, -7.34825, 1.40869], [-14.13197, -8.13403, 2.70806], [-17.95226, -8.15118, 2.18468], [-17.88590, -9.20174, 3.45762], [-18.60410, -13.54490, -2.72987], [-19.51629, -14.51682, -3.53524], [-18.72392, -15.56128, -3.95963], [-17.95528, -13.05401, -3.45524], [-18.08976, -14.21593, -2.04193], [-19.14424, -12.73614, -2.23767], [-19.98538, -14.11284, -4.43237], [-20.35497, -14.81172, -2.90457], [-18.33391, -15.24056, -4.77611]],
  "forces_ev_per_angstrom": [[-0.2, 0.5, -0.8], [-0.2, -0.5, 1.0], [1.2, -0.8, 0.5], [-0.8, 0.7, -0.2], [-1.2, 0.4, 0.3], [0.0, 0.1, 0.4], [-0.4, 0.0, 0.0], [0.1, 0.0, 0.0], [-0.1, 0.3, -0.2], [0.7, 0.0, -0.1], [-0.1, -0.2, 0.2], [0.3, -0.2, -0.6], [0.7, -0.1, -0.4], [-0.7, 0.4, -1.8], [-0.9, -0.5, 1.4], [0.8, -0.3, 0.0], [0.3, 0.6, -0.2], [1.0, 0.8, 0.5], [0.7, -0.7, 0.0], [-0.2, -0.2, -0.2], [-0.2, -0.1, 0.5], [0.3, -0.2, 0.0], [-0.3, 0.6, -0.4], [-0.3, -0.6, 0.3], [-0.1, 0.4, 0.1], [-0.5, -0.1, -0.2], [-0.8, 2.7, 0.4], [0.8, -1.7, 1.1], [0.3, -2.1, -1.7], [1.2, 1.5, 2.3], [-0.2, -0.7, -1.1], [-0.1, 0.5, -0.4], [0.4, 0.0, 0.2], [-0.3, 0.3, 0.2], [-0.4, 0.4, -0.4], [-0.5, -0.4, -0.7], [-0.4, 0.0, 0.1], [0.2, -0.3, -0.2], [-0.2, -0.4, 0.2], [-2.3, 1.3, -1.0], [2.2, -1.2, 0.4], [-0.2, -1.0, 0.5], [0.9, -1.1, 0.2], [0.6, 1.5, 1.0], [0.0, 0.2, -0.1], [0.0, -0.1, -0.2], [0.0, -0.3, -0.4], [0.0, 0.7, -0.2], [-0.3, -0.4, -0.2], [-0.5, 0.6, -0.2], [0.4, -0.7, 0.1], [-0.7, 0.7, 0.2], [0.1, -1.4, -1.4], [-0.5, 1.2, -0.6], [-2.8, -2.3, 0.7], [2.2, 0.7, 0.6], [1.0, 1.0, 1.1], [-0.1, -0.4, 0.0], [0.0, 0.5, -0.1], [-0.1, 0.3, -0.5], [0.2, 0.3, 0.0], [0.2, -0.2, 0.0], [0.4, 0.4, 0.2], [-0.6, 0.1, 0.1], [-0.1, -0.1, -0.2], [0.4, 0.8, 0.4], [-0.1, -0.1, 0.2], [-1.7, -0.6, 1.0], [0.1, -0.2, -2.0], [0.1, 0.7, 0.8], [-0.5, -0.6, -0.2], [0.6, 0.1, -0.4], [0.6, 0.4, 0.0], [0.0, -0.6, -0.5], [0.5, 0.9, 0.3], [0.6, -0.9, 0.1], [-0.1, 0.5, 0.4], [-0.6, -0.4, 0.0], [-0.5, -1.7, 0.0], [-0.3, 0.1, -1.6], [0.4, -1.6, -1.2], [0.7, 1.0, 1.7], [-1.3, 1.9, -0.8], [0.3, 0.6, -0.2], [-0.2, 0.3, 0.4], [-0.1, 0.0, 0.0], [0.3, 0.3, 0.2], [0.1, -0.2, 0.4], [0.0, -0.4, 0.8], [0.2, -0.1, -0.1], [0.3, -0.2, 0.5], [-0.9, -0.2, 0.4], [-0.1, 0.7, -0.4], [-0.7, -0.1, -2.0], [0.8, -0.7, 2.4], [0.0, -1.1, -1.3], [-0.1, 0.0, 0.0], [0.3, -0.2, 0.3], [0.3, 0.0, 0.2], [-0.2, -0.2, 0.1], [0.5, 0.3, -0.2], [-0.2, 0.9, 0.3], [0.0, 0.5, 0.1], [0.1, 0.1, 0.1], [0.0, 0.6, 1.3], [-1.1, 0.2, -0.2], [0.1, 1.4, 0.5], [1.0, 0.9, -0.8], [-0.2, -1.7, -0.5], [0.2, 0.0, 0.1], [0.1, 0.3, -0.4], [0.1, -0.3, 0.4], [0.3, 0.1, -0.4], [0.1, -0.9, 0.1], [-0.2, 0.0, -0.3], [-0.7, -0.2, -0.2], [0.2, -0.3, 0.4], [-1.2, 0.2, 0.8], [0.2, -1.6, 2.5], [0.4, 0.2, -0.7], [1.1, -0.4, -0.9], [0.1, 0.8, 0.6], [-0.2, 0.1, 0.0], [0.0, 0.2, 0.4], [-0.7, -0.3, -0.5], [0.5, 0.6, -0.2], [-0.1, 0.0, 0.0], [0.0, 0.4, -0.5], [0.2, 0.0, -0.6], [-0.3, -0.2, -0.9], [-0.2, 0.7, 0.0], [2.7, 1.2, 0.2], [-1.1, -0.1, -0.8], [-2.8, 0.1, 0.1], [2.1, -1.5, 0.9], [0.4, -0.2, 0.1], [0.3, 0.1, 0.1], [0.3, -0.2, -0.1], [0.0, -0.1, 0.0], [-0.4, 0.5, 0.6], [0.1, 0.2, -0.6], [-0.5, -0.6, -0.1], [-0.9, -0.2, -0.1], [-0.9, -1.6, -0.7], [1.0, 0.6, 0.3], [0.3, 1.6, 1.1], [1.0, 0.5, -1.0], [-1.6, -0.1, 0.3], [0.1, -0.3, -0.3], [0.6, 0.8, 0.1], [-0.2, 0.0, 0.1], [-1.0, -0.6, 0.2], [0.2, -0.1, 0.7], [0.3, -1.2, -0.6], [0.6, 0.6, 0.2], [-0.3, 0.0, -0.3], [0.7, 0.8, 0.1], [-0.3, -0.3, 0.2], [-1.3, -0.1, 1.2], [0.7, -0.4, 1.7], [0.2, -0.7, -1.5], [-0.2, 0.1, 0.1], [-0.4, -0.4, -0.1], [-0.3, 0.0, -0.1], [0.0, 0.6, -0.1], [-0.1, -0.1, -0.5], [0.8, 0.2, -0.4], [0.3, 0.4, -0.4], [0.1, 0.0, -0.1], [-0.3, -0.1, -1.7], [1.1, -1.4, 0.1], [-1.3, -1.4, 0.3], [0.8, 1.0, 1.9], [-1.2, 0.8, 0.1], [-0.3, 0.1, -0.3], [-0.1, -0.8, -0.1], [-0.5, 0.8, -0.6], [0.5, 0.5, 0.7], [0.5, 0.0, -0.2], [0.0, 0.6, -0.3], [0.0, 0.1, -0.8], [0.7, 0.0, 0.9], [-1.1, -0.2, -1.1], [-0.4, 1.8, 0.8], [0.5, -1.6, -0.3], [0.5, -0.3, 0.2], [0.3, 0.5, 0.1], [-0.2, -0.2, 0.3], [-0.1, 0.8, 0.1], [0.2, -0.6, 0.1], [0.3, -0.2, -0.4]]
}